# 1
ORCA calculation (ωB97M-V/def2-TZVPD) on a gas-phase ion, C5H12NO (charge -1) at a distorted geometry.

Each line ends with the Mulliken charge.
Positions of all 19 atoms, in Å:
N 2.894 -0.242 0.932  -0.703
C 1.616 0.444 0.531  -0.481
C 0.854 -0.254 -0.634  -0.608
C -0.408 -0.947 -0.131  -0.495
C -1.531 0.019 0.236  -0.508
C -2.408 0.602 -0.947  -0.307
O -3.309 1.573 -0.707  -0.883
H 3.213 0.144 1.824  0.233
H 2.705 -1.171 1.313  0.236
H 0.957 0.575 1.418  0.355
H 1.947 1.394 0.132  0.298
H 1.590 -0.852 -1.150  0.401
H 0.414 0.620 -1.149  0.195
H -0.773 -1.599 -0.912  0.361
H -0.075 -1.551 0.740  0.272
H -2.177 -0.432 1.043  0.344
H -1.093 0.979 0.563  0.101
H -1.605 1.011 -1.632  0.014
H -2.809 -0.314 -1.470  0.174

Cartesian forces, eV/Å:
-0.28 -0.47 0.79
0.47 -0.65 0.35
-0.67 1.94 1.64
0.52 -0.51 0.31
-0.61 0.96 0.70
0.19 0.07 -0.68
0.36 -0.79 0.63
0.08 0.73 -0.43
-0.43 -0.27 -0.74
0.21 0.17 -0.68
-0.05 0.44 0.35
-0.15 -0.14 -0.67
0.77 -0.63 -0.86
-0.17 -0.57 -0.21
-0.56 -0.09 -0.30
0.48 0.63 -0.68
-0.10 -0.44 0.77
0.01 -0.43 -0.23
-0.09 0.06 -0.07

The multiplicity is 1. As for the SMILES: NCCCCC[O-]. As for the charge: -1. For the LUMO energy, the calculation gives 3.55 eV. For the HOMO-LUMO gap, the calculation gives 5.7 eV. Its energy above the lowest of the compared OMol25 structures with the same formula, charge and spin is 25.8 kcal per mole.

# 2
ORCA calculation (ωB97M-V/def2-TZVPD) on 2 unconnected molecules or ions with the total composition C2H8N2 at a distorted geometry.

Each line ends with the Mulliken charge.
Positions of all 12 atoms, in Å:
C -2.525 0.019 -0.880  -0.730
C -1.461 0.508 -0.106  0.019
N -0.382 -0.363 0.188  -0.455
H -2.340 -0.629 -1.698  0.244
H -3.436 0.635 -0.857  0.238
H -1.558 1.618 0.156  0.240
H -0.203 -0.956 -0.635  0.255
H 0.493 0.186 0.232  0.130
N 2.692 -0.475 0.800  -0.636
H 3.686 -0.462 0.488  0.246
H 2.239 0.335 0.514  0.240
H 2.795 -0.415 1.798  0.209

Cartesian forces, eV/Å:
1.72 3.24 1.99
-3.06 -0.92 -2.08
1.29 2.06 -1.12
-0.22 -1.35 -0.09
0.51 -0.33 -0.51
0.59 -2.04 0.74
-0.43 -0.18 0.61
-0.77 -0.53 0.42
2.36 -1.89 0.31
-1.21 0.18 -0.11
-0.43 1.83 -0.69
-0.35 -0.07 0.52

The multiplicity is 1. As for the SMILES: C=CN.N. As for the charge: 0. For the LUMO energy, the calculation gives 0.88 eV. For the HOMO-LUMO gap, the calculation gives 9.1 eV. Its energy above the lowest of the compared OMol25 structures with the same formula, charge and spin is 34.3 kcal per mole.

# 3
ORCA calculation (ωB97M-V/def2-TZVPD) on a molecular structure, C14H39FeN3O8P at a distorted geometry.

Each line ends with the Löwdin spin population.
Positions of all 66 atoms, in Å:
Fe -0.866 1.158 0.088  4.195
P -1.987 3.218 0.427  0.039
O -0.589 2.979 -0.262  0.155
O -1.545 2.220 1.488  0.199
O -2.554 1.963 -0.277  0.178
O -2.692 4.613 0.743  0.028
C 2.251 5.517 1.473  0.000
C 2.389 4.342 0.584  0.000
O 1.521 3.399 1.177  0.000
H 1.330 6.099 1.462  0.000
H 3.046 6.251 1.337  0.000
H 2.512 5.146 2.464  0.000
H 3.381 3.906 0.464  0.000
H 2.169 4.675 -0.430  0.000
H 0.666 3.469 0.747  0.001
C -1.657 1.430 -3.555  0.000
C -1.442 0.232 -2.693  0.004
C -1.101 -0.975 -3.607  0.002
O -1.131 -2.210 -2.892  0.000
C -0.651 -3.307 -3.726  0.000
N -0.275 0.393 -1.802  0.052
H -0.829 1.745 -4.191  0.000
H -1.896 2.277 -2.913  0.000
H -2.581 1.309 -4.120  0.000
H -2.321 0.273 -2.050  0.000
H -0.165 -0.721 -4.105  0.000
H -1.822 -1.134 -4.409  0.000
H -0.883 -4.252 -3.235  0.000
H 0.423 -3.330 -3.910  0.000
H -1.203 -3.372 -4.664  0.000
H 0.415 0.837 -2.391  0.003
H 0.073 -0.552 -1.720  0.002
C -3.202 -0.345 2.248  0.000
C -1.750 -0.856 2.073  0.006
C -1.564 -2.253 2.616  0.002
O -0.172 -2.412 2.792  0.000
C 0.204 -3.669 3.165  0.000
N -1.416 -0.677 0.654  0.053
H -3.444 -0.219 3.304  0.000
H -3.931 -1.050 1.849  0.000
H -3.499 0.593 1.781  0.000
H -1.010 -0.204 2.535  0.000
H -2.044 -2.911 1.892  0.000
H -2.134 -2.451 3.524  0.000
H -0.413 -4.209 3.883  0.000
H 1.006 -3.505 3.885  0.000
H 0.628 -4.198 2.312  0.000
H -2.240 -1.135 0.291  0.004
H -0.965 -1.569 0.504  0.005
C 3.416 0.559 0.654  0.002
C 2.099 0.019 0.227  0.005
C 2.032 -1.536 0.461  0.000
O 1.009 -2.021 -0.353  0.000
C 0.926 -3.455 -0.583  0.000
N 1.060 0.800 0.882  0.055
H 4.209 -0.060 0.235  0.001
H 3.589 0.511 1.729  0.000
H 3.446 1.567 0.239  0.000
H 2.019 0.165 -0.850  0.000
H 1.900 -1.812 1.507  0.000
H 2.904 -2.079 0.096  0.000
H -0.116 -3.732 -0.744  0.000
H 1.279 -3.997 0.294  0.000
H 1.557 -3.600 -1.460  0.000
H 1.016 0.504 1.847  0.002
H 1.610 1.637 1.010  0.002

Cartesian forces, eV/Å:
0.38 0.22 -0.22
-1.90 3.62 0.95
2.94 4.59 -3.14
1.02 -0.39 8.43
-5.34 -0.90 -4.90
2.69 -5.16 -1.58
2.23 1.45 1.28
-0.69 0.40 -0.35
1.44 -0.60 -0.21
-0.25 -0.69 -0.13
0.18 0.28 -0.51
-0.66 0.15 0.36
0.30 0.16 0.69
-0.77 -0.55 -0.36
-1.23 -0.20 -0.67
-0.64 1.34 0.07
0.35 -0.42 -0.81
-1.99 -0.13 0.34
1.50 -0.77 -0.63
-0.84 0.02 0.76
0.05 -0.30 -1.06
0.10 -0.33 -0.17
0.24 0.11 0.20
0.21 -0.19 -0.38
-0.28 -1.16 -0.13
0.53 -0.32 0.20
-0.28 0.59 -0.22
-0.07 0.19 0.41
0.10 0.58 -0.01
0.05 0.44 -0.22
0.42 0.59 0.21
0.36 -0.45 0.73
-0.15 -0.08 0.84
-1.17 2.48 1.41
-0.22 0.77 -0.63
-1.57 0.95 -0.49
2.17 -0.70 1.58
-1.55 -4.53 0.33
0.07 -0.12 0.10
0.10 -0.56 -0.05
0.93 0.13 -0.21
-0.46 0.08 0.87
0.41 -0.75 -0.45
0.19 0.39 0.39
-1.11 -0.28 -0.88
0.86 -0.03 -0.30
-0.48 -0.68 0.19
-1.39 1.16 -1.27
2.42 0.26 -0.71
1.16 -0.35 -0.32
0.20 -2.61 -0.04
0.18 0.47 -0.71
-2.13 -0.80 -0.35
0.60 1.53 0.45
0.76 -1.02 0.42
0.21 0.27 -0.29
-0.30 0.39 0.11
0.59 0.14 0.46
-0.07 -0.07 -0.04
-0.21 0.19 0.28
0.86 0.59 0.21
0.10 0.20 -0.27
0.24 -0.10 -0.11
-0.13 -0.74 0.01
-0.33 -0.43 0.46
-0.95 1.73 0.05

The multiplicity is 6. As for the charge: 0. For the LUMO energy (spin up / spin down), the calculation gives 0.11 / 0.11 eV. For the HOMO-LUMO gap (spin up / spin down), the calculation gives 7.6 / 7.4 eV. Its energy above the lowest of the compared OMol25 structures with the same formula, charge and spin is 113.0 kcal per mole. As for the expectation value of S²: 8.756.

# 4
ORCA calculation (ωB97M-V/def2-TZVPD) on a single C3H6N2O2 molecule at a distorted geometry.

Each line ends with the Mulliken charge.
Positions of all 13 atoms, in Å:
O 2.082 0.271 -0.077  -0.415
N 0.838 0.283 -0.518  0.059
C 0.219 1.416 -0.085  -0.062
N -1.097 1.624 -0.099  -0.427
O -1.769 0.354 -0.480  -0.265
C -1.239 -0.633 0.311  -0.331
C 0.097 -0.931 -0.377  -0.680
H 2.071 0.299 0.851  0.330
H 0.746 2.323 0.078  0.442
H -0.938 -0.415 1.417  0.264
H -1.820 -1.551 0.254  0.364
H 0.000 -1.329 -1.270  0.356
H 0.809 -1.710 -0.005  0.366

Cartesian forces, eV/Å:
4.03 -0.55 -1.31
-2.33 1.81 0.03
-4.58 0.76 -1.37
2.10 -1.60 -0.47
-0.57 2.38 1.18
2.66 -1.99 1.04
1.51 -0.69 3.54
0.09 -0.10 2.30
0.89 0.30 0.34
-1.31 0.26 -1.66
-0.44 0.24 0.13
-1.44 -1.53 -4.75
-0.63 0.70 0.99

The multiplicity is 1. As for the SMILES: ON1C=NOCC1. As for the charge: 0. For the LUMO energy, the calculation gives 0.57 eV. For the HOMO-LUMO gap, the calculation gives 9.8 eV. Its energy above the lowest of the compared OMol25 structures with the same formula, charge and spin is 147.6 kcal per mole.

# 5
ORCA calculation (ωB97M-V/def2-TZVPD) on a molecular structure, CH26O12 at a distorted geometry.

Each line ends with the Mulliken charge.
Positions of all 39 atoms, in Å:
O 2.662 -0.433 -1.025  -0.526
H 3.005 -0.897 -0.257  0.470
H 3.037 0.450 -0.999  0.421
H 1.703 -0.410 -1.000  0.484
C -0.497 0.027 -0.013  -1.738
O 0.803 -0.143 -0.503  -1.685
H -0.704 1.073 0.214  1.439
H -1.197 -0.339 -0.763  -1.398
H -0.635 -0.595 0.872  0.187
O -0.620 -2.256 1.746  -0.563
H -1.179 -2.925 1.351  0.146
H -0.257 -2.675 2.526  0.452
O -0.969 2.743 1.736  -0.595
H -1.204 1.817 1.789  0.324
H -1.578 3.181 2.330  0.322
O -0.349 -1.497 -2.120  -0.669
H -0.211 -0.860 -1.418  0.901
H -0.855 -2.198 -1.711  0.339
O 1.320 -1.332 1.295  -1.024
H 0.527 -1.794 1.568  0.471
H 1.022 -0.723 0.620  0.480
O -1.318 1.780 -1.927  -0.583
H -0.605 1.481 -1.363  -0.055
H -0.961 2.543 -2.381  0.352
O 1.033 0.443 -2.787  -0.768
H 1.223 -0.494 -2.740  0.269
H 0.690 0.662 -1.921  0.528
O -3.271 -0.878 -0.981  -0.607
H -2.458 -1.267 -0.658  0.667
H -2.994 -0.292 -1.685  0.322
O 1.800 1.166 1.420  -0.652
H 1.047 0.783 0.971  0.962
H 2.438 1.327 0.725  0.261
O -1.487 -0.789 3.116  -0.705
H -1.009 -0.980 2.309  1.073
H -1.506 -1.622 3.586  0.291
O 1.004 2.192 -0.909  -0.481
H 1.877 2.324 -0.540  0.616
H 0.675 1.407 -0.472  0.270

Cartesian forces, eV/Å:
10.46 -1.26 -1.75
-0.08 -0.67 0.82
0.05 0.31 -0.64
-2.22 -0.72 -0.92
-1.95 -0.54 0.61
-8.66 2.54 2.78
-0.41 -0.15 0.24
-0.48 1.27 0.93
-0.15 0.91 -0.72
-2.76 -5.56 -0.68
-0.34 -0.32 -0.44
0.04 -0.49 0.60
0.17 0.11 -0.23
-0.19 -0.14 0.43
-0.17 0.12 0.15
-0.75 -1.93 -1.32
0.66 -1.03 -1.23
-0.10 -0.49 -0.21
3.63 -1.39 2.27
2.43 0.40 -1.08
1.14 -0.90 0.35
-1.05 -0.23 -0.11
-0.93 0.99 -0.92
0.18 0.10 -0.11
1.01 0.57 -2.01
-0.37 -0.13 -0.73
0.47 0.17 -1.45
-0.53 -0.39 0.31
-0.35 -0.17 -0.02
0.11 0.36 -0.40
0.84 1.06 1.22
0.74 0.43 0.88
0.10 0.03 0.43
-1.10 2.29 1.87
-0.73 0.74 1.08
-0.25 0.24 0.20
0.66 2.49 -0.49
-0.22 0.60 0.01
1.09 0.81 0.26

The multiplicity is 1. As for the charge: 0. For the LUMO energy, the calculation gives -0.55 eV. For the HOMO-LUMO gap, the calculation gives 9.5 eV. Its energy above the lowest of the compared OMol25 structures with the same formula, charge and spin is 315.8 kcal per mole.

# 6
ORCA calculation (ωB97M-V/def2-TZVPD) on a single C9H10N2 molecule at a distorted geometry.

Each line ends with the Mulliken charge.
Positions of all 21 atoms, in Å:
C -0.729 1.706 -1.003  -1.658
C -0.085 0.663 -0.192  0.540
C 1.149 0.198 -0.209  0.378
N 2.338 0.648 -0.696  -0.147
C 3.372 -0.216 -0.292  -0.197
N 2.972 -1.071 0.586  -0.708
C 1.557 -0.946 0.708  0.315
C 0.762 -1.491 1.651  -0.729
C -0.688 -1.355 1.522  -0.300
C -1.375 -1.526 0.159  -0.859
C -1.099 -0.181 0.574  -0.002
H -1.513 2.140 -0.367  0.377
H -1.218 1.334 -1.846  0.304
H -0.013 2.486 -1.257  0.383
H 2.368 1.453 -1.313  0.194
H 4.400 0.060 -0.471  0.358
H 1.156 -2.112 2.399  0.470
H -1.251 -1.659 2.408  0.399
H -0.997 -2.202 -0.562  0.283
H -2.446 -1.804 0.202  0.260
H -1.937 0.504 0.893  0.338

Cartesian forces, eV/Å:
0.78 1.59 1.94
-1.55 -1.57 0.66
0.41 -1.93 2.20
0.91 0.47 -1.56
-1.55 1.15 1.48
0.13 -0.47 -0.34
0.78 1.41 -0.42
-0.27 0.12 -2.07
-0.08 0.32 -0.34
-2.58 -2.14 1.39
0.20 2.97 -0.17
0.12 0.31 -0.27
-0.65 -0.71 -1.61
-0.17 0.19 -0.32
0.48 -0.55 0.12
0.05 -0.34 -0.35
0.57 -0.72 0.88
-0.08 0.60 -0.35
1.42 0.31 -1.02
0.52 0.22 0.53
0.56 -1.24 -0.38

The multiplicity is 1. As for the SMILES: CC1=c2[nH]cnc2=C[C@@H]2C[C@H]12. As for the charge: 0. For the LUMO energy, the calculation gives 0.84 eV. For the HOMO-LUMO gap, the calculation gives 8.0 eV. Its energy above the lowest of the compared OMol25 structures with the same formula, charge and spin is 57.5 kcal per mole.